No. 1
12
Properties=species:S:1:pos:R:3 method="wB97M-V/def2-TZVPD" homo_ev=-8.737 gap_ha=0.3327 charge=0 relative_energy_kj_mol=459.2 spin_multiplicity=1 smiles="C=C[C@@H](N)N=O"
C 0.63192 0.25347 -0.33946
N 1.38351 1.13642 0.42640
C -0.92204 0.00492 0.16274
C -1.89044 -0.56050 -0.53742
N 0.76754 -1.14446 -0.08001
O 1.49715 -1.43162 0.88146
H 0.60633 0.43932 -1.41263
H 1.41061 0.89799 1.41285
H 2.20842 1.52873 -0.00331
H -1.09535 0.58815 1.06253
H -1.67485 -1.27864 -1.32127
H -2.92278 -0.43378 -0.25188

---

No. 2
12
Properties=species:S:1:pos:R:3 method="wB97M-V/def2-TZVPD" homo_ev=-9.505 gap_ha=0.3733 charge=0 relative_energy_kj_mol=342.4 spin_multiplicity=1 smiles="O=C1CN1.C=N"
C 1.06457 1.44044 0.96224
N -0.35413 1.08487 1.04313
C 0.58273 0.03098 1.08489
C -1.02339 -1.13379 -1.90072
N -0.48450 -2.10143 -1.32472
O 0.83686 -1.09845 1.33645
H -1.00436 1.39650 1.74475
H 1.37962 1.82636 0.00111
H 1.56948 1.85938 1.82629
H 0.00043 -1.88164 -0.41632
H -1.07335 -0.11622 -1.49337
H -1.49397 -1.30701 -2.86373

---

No. 3
12
Properties=species:S:1:pos:R:3 method="wB97M-V/def2-TZVPD" homo_ev=-9.103 gap_ha=0.3759 charge=0 relative_energy_kj_mol=355.8 spin_multiplicity=1 smiles="CC(=O)N1CN1"
C 0.62047 -0.45057 -0.46339
C -1.84670 -0.27463 -0.06889
C 1.95064 0.19006 -0.06781
N -1.18066 0.44705 0.93518
N -0.69928 0.50951 -0.37732
O 0.50685 -1.56425 -0.84158
H -1.62187 -1.33419 -0.03525
H -2.70854 0.11480 -0.68409
H 2.08309 -0.19575 1.01249
H 1.84198 1.23737 0.05628
H 2.70403 -0.08277 -0.65682
H -1.64999 1.40335 1.19119

---

No. 4
12
Properties=species:S:1:pos:R:3 method="wB97M-V/def2-TZVPD" homo_ev=-9.660 gap_ha=0.3903 charge=0 relative_energy_kj_mol=99.4 spin_multiplicity=1 smiles="C/N=C/NC=O"
C 2.67910 0.40474 0.04192
C 0.39483 0.00907 -0.08630
C -2.00825 -0.23247 0.01407
H 2.71405 1.06267 -0.82591
H 2.68393 1.05361 0.94827
H 3.61815 -0.15381 0.08741
H 0.13496 1.05916 -0.25922
H -0.61046 -1.76524 0.11315
H -2.78645 -0.98494 0.05273
N 1.53948 -0.51784 -0.01670
N -0.75676 -0.77785 -0.00856
O -2.20342 0.96380 0.03030